[1]
Density functional theory data (ωB97M-V/def2-TZVPD) for 2 unconnected molecules or ions with the total composition C4H10BrNO3 in a non-equilibrium geometry.

energy relative to the best compared isomer or geometry (same formula, charge and spin) = 61.6 kcal/mol
frontier orbital gap (spin up / spin down) = 8.98 / 7.17 eV
total charge = 0
HOMO (spin up / spin down) = -0.34360 / -0.30157 hartree
total energy = -81979.6731 eV

Each line ends with the Mulliken charge.
CARTESIAN COORDINATES (ANGSTROEM)
C 0.494 -1.335 -0.243  -1.08
C -1.367 0.208 0.703  -0.43
C -0.022 1.077 -1.195  -0.80
C -0.027 0.123 -0.061  1.17
N 1.892 1.210 1.167  -0.44
O -0.438 -2.179 -0.862  -0.61
O -1.972 -1.023 1.238  -0.54
O -0.294 2.413 -0.786  -0.48
Br 1.774 0.287 2.734  -0.04
H 1.270 -1.305 -0.912  0.59
H 0.945 -1.864 0.719  0.18
H -2.106 0.734 0.036  0.25
H -1.220 0.818 1.595  0.27
H -0.919 0.573 -1.817  0.34
H 0.863 0.916 -1.835  0.32
H 2.749 0.759 0.869  0.26
H -0.327 -2.304 -1.871  0.35
H -1.707 -1.773 0.694  0.34
H 0.413 2.665 -0.173  0.36

[2]
Density functional theory data (ωB97M-V/def2-TZVPD) for a molecular structure, C4H10BrO6P2 in a non-equilibrium geometry.

energy relative to the best compared isomer or geometry (same formula, charge and spin) = 0.0 kcal/mol
frontier orbital gap = 7.21 eV
total charge = -1
HOMO = -0.14320 hartree
total energy = -105219.9683 eV

Each line ends with the Mulliken charge.
CARTESIAN COORDINATES (ANGSTROEM)
C 0.083 0.146 -2.463  -0.73
C -1.278 -2.067 0.898  -0.45
C 2.234 0.514 1.168  -0.69
C -1.367 1.052 1.285  -0.61
O -1.859 2.003 -1.300  -0.68
O 0.427 2.502 -0.238  -0.72
O 2.007 -1.513 -1.064  -0.78
O -0.099 -0.031 -1.073  0.03
O -0.111 -2.284 0.100  -0.42
O 1.164 -0.420 1.115  -0.18
P -0.922 1.879 -0.166  0.89
P 0.845 -1.082 -0.292  0.86
Br -3.289 0.968 1.427  -0.28
H -0.155 1.190 -2.669  0.23
H -0.600 -0.503 -3.013  0.27
H 1.115 -0.079 -2.739  0.36
H -1.423 -2.969 1.493  0.28
H -2.145 -1.900 0.256  0.23
H -1.145 -1.188 1.536  0.24
H 1.923 1.453 0.705  0.31
H 3.105 0.109 0.649  0.30
H 2.453 0.669 2.223  0.23
H -0.964 1.549 2.162  0.30

[3]
Density functional theory data (ωB97M-V/def2-TZVPD) for a gas-phase ion, C4H10Cl2N3 (charge +1) in a non-equilibrium geometry.

energy relative to the best compared isomer or geometry (same formula, charge and spin) = 44.2 kcal/mol
frontier orbital gap = 10.67 eV
total charge = +1
SMILES string = C/C(Cl)=C(\Cl)[N@@H+](N)CN
HOMO = -0.51149 hartree
total energy = -33817.1045 eV

Each line ends with the Mulliken charge.
CARTESIAN COORDINATES (ANGSTROEM)
C 2.888 0.454 0.265  -1.26
C 1.523 0.264 -0.258  0.80
Cl 1.237 1.004 -1.791  -0.18
C 0.520 -0.411 0.312  -0.29
Cl 0.644 -1.210 1.813  -0.09
N -0.791 -0.521 -0.302  0.30
N -1.183 -1.911 -0.545  -0.67
C -1.892 0.175 0.509  -0.39
N -2.175 1.511 0.063  -0.49
H 3.599 -0.005 -0.406  0.33
H 2.999 0.103 1.276  0.40
H 3.100 1.518 0.258  0.36
H -0.772 -0.066 -1.214  0.45
H -0.467 -2.523 -0.165  0.29
H -1.180 -2.060 -1.548  0.27
H -1.635 0.196 1.557  0.36
H -2.764 -0.449 0.400  0.27
H -1.758 2.211 0.660  0.28
H -1.890 1.721 -0.885  0.26

[4]
Density functional theory data (ωB97M-V/def2-TZVPD) for 4 unconnected molecules or ions with the total composition C4H10Cl3N2O4.

energy relative to the best compared isomer or geometry (same formula, charge and spin) = 0.0 kcal/mol
frontier orbital gap = 8.07 eV
total charge = -1
HOMO = -0.18793 hartree
total energy = -53045.3622 eV

Each line ends with the Mulliken charge.
CARTESIAN COORDINATES (ANGSTROEM)
Cl 0.565 -0.897 -0.044  -0.87
C 1.968 -0.157 3.190  -0.50
N 1.120 0.624 4.129  0.89
O 0.387 1.456 3.651  -0.52
O 1.222 0.390 5.321  -0.58
H 2.653 0.541 2.721  0.23
H 1.340 -0.605 2.419  0.12
H 2.494 -0.887 3.794  0.31
C 0.923 2.607 -0.361  -0.44
N -0.318 3.393 -0.141  0.87
O -1.229 2.865 0.441  -0.50
O -0.353 4.524 -0.606  -0.57
H 1.801 3.239 -0.381  0.29
H 0.782 2.174 -1.354  0.26
H 0.980 1.773 0.329  0.06
Cl -1.838 -1.161 -4.422  -0.23
C -1.218 -2.159 -3.077  -0.10
C -2.270 -3.043 -2.470  -0.42
Cl -2.870 -4.291 -3.610  -0.22
H -0.746 -1.536 -2.319  0.04
H -0.425 -2.786 -3.487  0.28
H -3.138 -2.502 -2.105  0.32
H -1.829 -3.561 -1.619  0.29

[5]
Density functional theory data (ωB97M-V/def2-TZVPD) for a molecular structure, C4H10ClCuOS in a non-equilibrium geometry.

energy relative to the best compared isomer or geometry (same formula, charge and spin) = 0.0 kcal/mol
frontier orbital gap = 8.89 eV
total charge = 0
HOMO = -0.31681 hartree
total energy = -74355.0771 eV

Each line ends with the Mulliken charge.
CARTESIAN COORDINATES (ANGSTROEM)
Cu 0.959 1.899 -2.335  0.01
C 0.537 -2.252 1.242  -1.14
C 1.024 -0.994 0.588  -0.15
S 0.111 -0.869 -0.952  0.34
O 0.842 0.024 -1.964  -0.38
C -1.262 0.194 -0.390  -0.54
C -0.849 1.510 0.241  -0.83
H 0.088 -2.900 0.454  0.32
H -0.334 -2.105 1.898  0.31
H 1.295 -2.879 1.752  0.33
H 2.129 -1.007 0.346  0.41
H 0.647 -0.192 1.212  0.15
H -1.854 -0.447 0.292  0.34
H -1.851 0.446 -1.273  0.44
H -1.603 1.889 0.877  0.32
H -0.678 2.258 -0.550  0.23
H 0.071 1.420 0.808  0.25
Cl 0.727 4.004 -2.246  -0.41

[6]
Density functional theory data (ωB97M-V/def2-TZVPD) for 2 unconnected molecules or ions with the total composition C4H10ClISi in a non-equilibrium geometry.

energy relative to the best compared isomer or geometry (same formula, charge and spin) = 31.1 kcal/mol
frontier orbital gap = 10.19 eV
total charge = 0
SMILES string = CC[Si@H](Cl)I.C=C
HOMO = -0.35614 hartree
total energy = -32811.6015 eV

Each line ends with the Mulliken charge.
CARTESIAN COORDINATES (ANGSTROEM)
C -0.466 2.420 1.470  -1.20
C -0.209 1.725 0.059  -0.61
Si -1.783 1.044 -0.780  0.52
Cl -3.463 2.188 -0.573  -0.22
I -2.558 -1.108 0.177  -0.11
H -0.787 1.573 2.066  0.28
H 0.410 2.822 1.810  0.41
H -1.259 3.115 1.391  0.35
H 0.594 1.033 0.174  0.33
H 0.267 2.576 -0.374  0.39
H -1.268 0.828 -2.087  -0.14
C 2.283 -2.679 -0.578  -0.45
C 1.186 -3.428 -0.537  -0.45
H 2.445 -1.781 0.026  0.19
H 3.098 -2.884 -1.271  0.22
H 0.591 -3.373 0.339  0.23
H 0.918 -4.071 -1.312  0.25

[7]
Density functional theory data (ωB97M-V/def2-TZVPD) for a molecular structure, C4H10ClN in a non-equilibrium geometry.

energy relative to the best compared isomer or geometry (same formula, charge and spin) = 56.1 kcal/mol
frontier orbital gap = 10.24 eV
total charge = 0
HOMO = -0.34610 hartree
total energy = -18320.6113 eV

Each line ends with the Mulliken charge.
CARTESIAN COORDINATES (ANGSTROEM)
C 1.856 0.113 -1.054  -0.97
C -1.408 -0.838 0.941  -1.46
C 0.901 -0.463 -0.116  -0.55
C -0.540 -0.127 -0.078  0.75
N -0.643 1.771 0.488  -0.69
Cl -1.278 -0.172 -1.691  -0.17
H 1.460 0.559 -1.969  0.31
H 2.651 -0.506 -1.469  0.31
H 2.293 0.845 -0.355  0.22
H -1.389 -1.963 0.870  0.34
H -1.203 -0.498 1.905  0.39
H -2.409 -0.486 0.788  0.42
H 1.395 -0.364 0.837  0.33
H 0.867 -1.666 -0.170  0.27
H -1.304 2.160 -0.191  0.25
H -1.248 1.633 1.264  0.24

[8]
Density functional theory data (ωB97M-V/def2-TZVPD) for a single C4H10ClN2P molecule in a non-equilibrium geometry.

2S+1 = 3
frontier orbital gap (spin up / spin down) = 5.14 / 5.95 eV
total charge = 0
HOMO (spin up / spin down) = -0.15366 / -0.32360 hartree
total energy = -29096.5613 eV

Each line ends with the Mulliken charge.
CARTESIAN COORDINATES (ANGSTROEM)
C -0.170 1.098 0.490  -0.78
C -0.839 -0.219 0.704  -0.46
C 2.104 1.604 -0.554  -0.92
C -0.824 -2.438 -0.205  -1.16
N 1.019 0.625 -0.351  -0.08
N -0.826 -0.986 -0.540  0.08
P 0.417 -0.423 -1.608  0.01
Cl -0.810 0.743 -2.654  -0.20
H -0.751 1.853 0.003  0.38
H 0.298 1.403 1.456  0.43
H -0.301 -0.846 1.511  0.30
H -1.809 0.047 1.079  0.32
H 2.972 1.403 0.079  0.25
H 2.477 1.668 -1.607  0.36
H 1.692 2.600 -0.320  0.30
H -0.680 -3.150 -1.077  0.39
H -0.037 -2.642 0.392  0.52
H -1.871 -2.774 0.187  0.26

[9]
Density functional theory data (ωB97M-V/def2-TZVPD) for a single C4H10ClNO molecule in a non-equilibrium geometry.

energy relative to the best compared isomer or geometry (same formula, charge and spin) = 71.3 kcal/mol
frontier orbital gap = 9.82 eV
total charge = 0
SMILES string = CO[C@H](Cl)N(C)C
HOMO = -0.32696 hartree
total energy = -20367.9222 eV

Each line ends with the Mulliken charge.
CARTESIAN COORDINATES (ANGSTROEM)
C -0.073 -0.027 2.736  -0.80
O 0.371 -0.308 1.435  -0.29
C -0.570 -0.284 0.475  0.04
Cl -1.130 -1.952 0.060  -0.20
N 0.137 0.504 -0.842  -0.15
C 1.462 -0.052 -1.168  -0.91
C -0.750 0.442 -1.982  -1.03
H 0.899 0.196 3.218  0.28
H -0.821 -0.664 3.131  0.31
H -0.411 1.055 2.671  0.36
H -1.574 0.262 0.702  0.34
H 1.425 -1.033 -1.799  0.26
H 2.097 0.756 -1.656  0.29
H 1.865 -0.230 -0.233  0.43
H -0.113 0.768 -2.716  0.44
H -1.132 -0.520 -2.235  0.40
H -1.683 1.087 -1.795  0.25

[10]
Density functional theory data (ωB97M-V/def2-TZVPD) for a molecular structure, C4H10ErO2 in a non-equilibrium geometry.

2S+1 = 4
frontier orbital gap (spin up / spin down) = 9.00 / 8.83 eV
total charge = +3
HOMO (spin up / spin down) = -0.87775 / -0.87675 hartree
total energy = -35989.1183 eV

Each line ends with the Mulliken charge.
CARTESIAN COORDINATES (ANGSTROEM)
H 2.874 1.337 -0.117  -0.05
C 2.387 -0.565 -0.999  -0.17
O 1.121 -0.489 -1.059  -0.11
C 0.273 -1.318 -0.208  -0.66
C -1.062 -0.636 -0.050  -0.29
O -0.902 0.729 0.344  -0.14
C -2.062 1.331 0.949  -0.57
H 2.912 -0.059 -1.816  0.42
H 2.849 -1.206 -0.238  0.38
H 0.785 -1.486 0.747  0.48
H 0.149 -2.261 -0.750  0.36
H -1.617 -1.166 0.736  0.41
H -1.635 -0.669 -0.984  0.43
H -1.852 2.398 1.074  0.32
H -2.928 1.205 0.289  0.33
H -2.232 0.865 1.927  0.35
Er 0.941 1.990 0.154  1.50

[11]
Density functional theory data (ωB97M-V/def2-TZVPD) for a single C4H10F2N2P2 molecule in a non-equilibrium geometry.

energy relative to the best compared isomer or geometry (same formula, charge and spin) = 51.0 kcal/mol
frontier orbital gap (spin up / spin down) = 7.09 / 7.09 eV
total charge = 0
SMILES string = CCN(CC)/P=N/P(F)F
HOMO (spin up / spin down) = -0.31567 / -0.31570 hartree
total energy = -31301.7021 eV

Each line ends with the Mulliken charge.
CARTESIAN COORDINATES (ANGSTROEM)
C 0.694 1.828 -1.016  -1.15
C 0.560 0.897 0.220  -0.66
N 0.241 -0.461 -0.231  0.40
C 1.284 -1.389 -0.482  -0.78
C 1.533 -2.033 0.897  -0.95
P -1.298 -0.919 -0.594  0.12
N -2.272 0.814 0.017  -0.21
P -3.829 0.393 0.095  0.12
F -4.324 1.976 0.145  -0.31
F -4.134 0.275 1.721  -0.32
H 1.587 1.711 -1.777  0.29
H -0.102 1.917 -1.714  0.37
H 0.918 2.756 -0.683  0.43
H 1.377 0.811 0.926  0.35
H -0.163 1.201 0.915  0.52
H 2.091 -0.911 -0.890  0.34
H 1.084 -2.017 -1.362  0.48
H 1.871 -1.383 1.721  0.32
H 0.673 -2.481 1.342  0.34
H 2.209 -2.986 0.750  0.29

[12]
Density functional theory data (ωB97M-V/def2-TZVPD) for a molecular structure, C4H10F2O2Zn in a non-equilibrium geometry.

energy relative to the best compared isomer or geometry (same formula, charge and spin) = 220.6 kcal/mol
frontier orbital gap = 3.24 eV
total charge = -2
HOMO = -0.06529 hartree
total energy = -62248.3785 eV

Each line ends with the Mulliken charge.
CARTESIAN COORDINATES (ANGSTROEM)
Zn 0.322 -1.378 -2.199  0.95
C -4.996 -0.646 1.300  -0.90
C -3.909 0.086 0.555  -0.35
O -2.997 -0.838 -0.062  -0.73
H -5.628 0.113 1.762  0.31
H -4.583 -1.110 2.196  0.23
H -5.529 -1.321 0.631  0.27
H -3.369 0.587 1.359  0.18
H -4.170 1.003 0.026  0.30
C 4.488 1.049 1.142  -0.98
C 4.162 1.304 -0.377  -0.30
O 3.568 0.296 -1.088  -0.70
H 4.737 -0.010 1.195  0.28
H 3.639 1.272 1.788  0.23
H 5.444 1.391 1.539  0.36
H 5.230 1.362 -0.585  0.14
H 3.735 2.279 -0.608  0.28
F 0.434 -4.327 -3.004  -0.76
F -0.579 -1.111 -5.569  -0.81

Question: Among the records above, which one has the lowest total charge?
Answer: C4H10F2O2Zn

Question: Which value of total charge does entry 6 give?
Answer: 0

Question: What is the total energy in the twelfth record?
Answer: -62248.3785 eV